(1)
Molecular formula: C4H13N2S
Method: DFT, the ωB97M-V functional and the def2-TZVPD basis

```
20
Properties=species:S:1:pos:R:3:forces:R:3:lowdin_charge:R:1
S 1.56936 -0.77656 0.65855 0.005 -0.052 0.064 0.67
N -1.31988 0.62830 1.76128 0.371 -0.219 -0.046 -0.01
N 0.27822 0.28524 -2.02723 0.011 0.064 0.247 -0.02
C -2.98613 -0.01494 0.08441 0.146 0.059 0.060 -0.11
C -2.14158 -0.48030 1.26176 -0.025 0.075 -0.245 -0.36
C 2.02899 0.63724 -0.33024 0.040 0.170 -0.259 -0.63
C 1.69378 0.54573 -1.81842 0.179 -0.090 0.176 -0.37
H -1.54276 -1.34545 0.95126 0.041 -0.025 0.025 0.08
H -0.53490 0.75543 1.12337 -0.262 0.218 -0.054 0.00
H 2.34501 -0.20833 -2.27481 0.038 -0.056 0.003 0.10
H 1.55356 1.52222 0.10472 -0.160 -0.061 0.094 0.07
H -2.34886 0.38496 -0.70797 0.007 -0.040 -0.003 0.05
H -0.87685 0.36893 2.63574 -0.113 -0.013 0.113 0.06
H -3.66414 0.78311 0.38811 -0.027 -0.052 0.020 0.07
H 3.09784 0.81037 -0.19627 0.082 -0.049 0.011 0.06
H 0.10338 -0.00770 -2.97899 -0.047 0.037 -0.022 0.07
H -2.78864 -0.82743 2.06309 -0.080 0.039 0.161 0.10
H 0.00996 -0.48441 -1.42082 -0.067 -0.072 -0.118 0.01
H 1.96312 1.50908 -2.25020 -0.036 0.075 -0.169 0.11
H -3.55846 -0.84741 -0.32132 -0.103 -0.008 -0.057 0.07
```
Forces are in eV/Å.

- E_HOMO (spin up / spin down): -9.27 / -9.13 eV
- Expectation value of S²: 0.753
- Net charge: 0
- Energy above the lowest of the compared OMol25 structures with the same formula, charge and spin: 7.1 kJ/mol
- Multiplicity: 2

(2)
Molecular formula: C37H31LiNO2PS3
Method: DFT, the ωB97M-V functional and the def2-TZVPD basis

```
76
Properties=species:S:1:pos:R:3:forces:R:3:lowdin_charge:R:1
S 2.64273 -0.30747 4.25782 -0.024 0.036 -0.014 1.02
S 4.51984 -1.07139 0.73049 -0.027 -0.004 -0.020 1.06
S 1.71514 2.80894 3.30289 0.053 -0.037 -0.007 1.02
P -0.84501 -1.12139 -1.14415 -0.188 -0.342 -0.300 1.10
O 1.81617 0.26019 0.37349 1.000 -0.156 0.639 -0.34
O -0.09865 2.00812 -1.65308 -0.215 0.544 -0.053 -0.13
N -1.21658 1.84788 0.74892 0.002 0.400 0.062 0.08
C 2.17373 -3.61203 -3.58234 -0.019 0.000 0.001 -0.09
C 5.01713 1.17165 1.82531 0.106 -0.011 0.122 -0.13
C 1.91616 -0.23481 2.69357 0.169 0.053 0.048 -0.48
C 1.50211 -1.45987 4.81787 0.075 0.044 0.015 -0.42
C 2.55272 -2.90400 -2.45212 0.010 0.012 -0.017 -0.07
C -0.07512 -2.78836 -3.34803 0.041 -0.025 0.052 -0.12
C -1.50915 1.86179 2.05454 -0.003 -0.033 -0.210 -0.12
C 0.85963 -3.54790 -4.03530 -0.041 0.031 0.016 -0.09
C -2.74931 -4.59884 0.11371 0.023 0.046 -0.023 -0.08
C 1.98093 4.40195 1.33473 0.027 -0.027 -0.071 -0.19
C 6.28675 0.56160 1.57137 -0.063 0.137 0.035 -0.19
C 3.96769 0.39904 1.43416 -0.177 -0.008 -0.131 -0.47
C -1.23682 2.85205 -1.46494 0.016 -0.094 0.027 -0.16
C -1.58301 2.89569 0.00173 0.033 -0.202 0.178 -0.25
C 0.87032 -1.10168 2.61724 -0.171 -0.079 0.041 -0.13
C -3.18880 -2.85404 1.70214 0.007 0.017 0.007 -0.08
C -2.58806 0.69256 -4.40609 0.023 -0.029 0.031 -0.09
C 2.44973 0.62785 1.53297 -0.005 -0.133 -0.226 -0.64
C -1.98469 -3.72397 -0.64760 -0.007 -0.016 0.013 -0.07
C 0.62266 -1.80018 3.83882 -0.042 0.017 -0.123 -0.18
C -3.90256 0.88369 -3.99702 0.018 0.013 -0.004 -0.10
C 6.16633 -0.65623 0.98224 -0.071 -0.063 -0.003 -0.42
C 0.29641 -2.08528 -2.19820 -0.105 -0.073 0.005 -0.37
C -2.26667 3.98083 0.52909 -0.056 0.005 -0.033 -0.01
C -4.30953 0.39822 -2.76267 0.015 -0.007 0.015 -0.09
C 2.20794 2.12772 1.79969 -0.053 -0.062 0.057 -0.47
C 2.30414 3.10230 0.84909 -0.004 0.054 -0.038 -0.13
C -3.40987 -0.26971 -1.93997 0.021 -0.025 -0.053 -0.08
C -1.82110 -2.39968 -0.24817 0.043 0.137 0.091 -0.36
C -1.69029 0.02462 -3.58332 0.004 -0.008 0.028 -0.12
C -2.58010 3.97781 1.87668 -0.027 0.043 0.032 -0.05
C 1.64352 4.39302 2.65415 -0.057 -0.034 0.038 -0.42
C -2.08767 -0.47204 -2.33860 -0.040 0.055 0.043 -0.36
C -3.35602 -4.16634 1.28627 0.022 -0.036 -0.037 -0.09
C 1.61995 -2.13668 -1.76251 0.036 0.081 0.036 -0.08
C -2.19424 2.90098 2.65833 -0.012 -0.012 0.030 -0.05
C -2.41997 -1.98238 0.94247 0.001 0.049 0.000 -0.13
Li 0.36202 0.93163 -0.15213 -0.491 -0.053 -0.119 0.47
H -1.17208 1.00463 2.62976 0.059 0.042 -0.040 0.11
H -4.60374 1.40291 -4.63912 0.021 -0.023 0.020 0.10
H 6.95204 -1.33093 0.67260 -0.059 0.083 0.027 0.06
H -2.86822 -5.62456 -0.21245 0.009 0.005 0.020 0.10
H -1.09585 -2.73918 -3.70838 -0.020 -0.012 0.009 0.11
H -5.33410 0.53687 -2.43813 0.034 -0.011 0.006 0.10
H -2.26300 1.05740 -5.37346 0.002 -0.010 0.026 0.10
H -2.39785 2.87132 3.72037 -0.003 -0.006 -0.038 0.11
H -2.09101 2.46201 -2.02909 -0.007 -0.048 -0.020 0.12
H 4.89385 2.14132 2.29335 0.003 -0.064 -0.059 0.11
H 0.32056 -1.25387 1.69602 0.056 0.042 0.076 0.08
H 1.35920 5.22550 3.28265 0.028 -0.066 -0.084 0.06
H 0.17509 2.05653 -2.57235 0.038 -0.107 -0.015 0.11
H -0.16408 -2.53367 3.96722 0.044 0.051 -0.014 0.10
H 2.89934 -4.21158 -4.11971 -0.016 0.034 0.021 0.10
H -3.10599 4.81689 2.31533 0.010 -0.024 -0.004 0.11
H -2.27510 -0.95886 1.27777 -0.001 -0.054 -0.008 0.09
H 3.57965 -2.93275 -2.10746 -0.041 -0.001 0.004 0.10
H 2.60370 2.87784 -0.16757 -0.027 0.018 0.074 0.12
H -1.50233 -4.08638 -1.54597 0.001 0.030 -0.029 0.10
H -1.03038 3.86742 -1.80978 0.050 0.004 -0.032 0.13
H -3.74381 -0.64349 -0.97918 -0.011 0.007 -0.017 0.10
H -2.53881 4.81465 -0.10678 0.023 -0.019 0.025 0.12
H 0.56198 -4.09198 -4.92381 0.017 0.011 0.021 0.10
H -3.64455 -2.51304 2.62408 0.015 0.008 -0.031 0.10
H 2.00853 5.30062 0.73003 -0.001 -0.064 0.045 0.10
H -3.94570 -4.85550 1.87936 0.020 0.032 -0.030 0.10
H 1.91274 -1.54597 -0.89588 0.022 -0.045 -0.014 0.06
H 1.55923 -1.83058 5.83136 -0.021 0.014 -0.092 0.06
H -0.66707 -0.12217 -3.91335 -0.030 -0.001 -0.017 0.11
H 7.23723 1.02275 1.80905 -0.065 -0.034 -0.011 0.10
```
Forces are in eV/Å.

- E_HOMO: -7.80 eV
- Net charge: 0
- Energy above the lowest of the compared OMol25 structures with the same formula, charge and spin: 2.8 kJ/mol

(3)
Molecular formula: C4H15NO2
Method: DFT, the ωB97M-V functional and the def2-TZVPD basis

```
22
Properties=species:S:1:pos:R:3:forces:R:3:lowdin_charge:R:1
O -2.31269 1.31419 0.10231 -0.045 -0.010 -0.195 -0.07
O -1.79264 1.95384 3.00394 -1.032 0.239 0.188 -0.05
N -1.28928 -0.71733 -1.94070 0.378 0.258 -0.004 -0.01
C 2.06694 -0.37001 -0.08285 1.527 -0.748 0.693 -0.28
C 0.12492 -0.35214 -1.77493 -0.177 -0.235 0.977 -0.28
C 3.08604 -1.25939 0.71060 -0.597 1.256 -0.041 -0.11
C 0.98119 -1.17014 -0.74954 -1.405 -0.300 -0.509 -0.23
H 1.66012 0.30382 0.67979 -0.167 0.340 -0.637 0.11
H 0.30312 0.68472 -1.47775 -0.674 0.194 -0.437 0.10
H 0.50482 -0.52309 -2.77078 0.719 0.300 -0.224 0.09
H -1.82061 1.00237 2.91424 0.382 -0.554 -0.098 0.04
H 2.73313 -1.38744 1.73746 -0.106 -0.662 -0.230 0.07
H -1.91394 -0.44679 -1.19592 0.253 0.023 0.352 0.02
H -2.33228 1.78423 0.95191 0.324 0.203 -0.461 0.01
H 3.23555 -2.16543 0.14819 0.234 -0.567 0.250 0.06
H -1.96262 1.89283 -0.59646 -0.208 -0.115 0.692 0.05
H 4.03044 -0.72339 0.83413 0.042 -0.117 -0.246 0.06
H 0.34135 -1.58327 0.05058 -0.030 0.087 -0.392 0.11
H 1.30938 -2.01567 -1.36407 0.616 -0.146 0.580 0.10
H -2.66894 2.11805 3.40132 0.568 0.257 -0.122 0.06
H -1.32908 -1.71806 -2.06201 -0.246 -0.126 -0.036 0.06
H 2.68405 0.15329 -0.81400 -0.355 0.422 -0.102 0.10
```
Forces are in eV/Å.

- E_HOMO: -8.71 eV
- SMILES: CCCCN.O.O
- Net charge: 0
- Energy above the lowest of the compared OMol25 structures with the same formula, charge and spin: 104.3 kJ/mol

Number 1: total energy -18172.8957 eV. Number 2: total energy -86458.2979 eV. Number 3: total energy -9976.0048 eV.